12
Properties=species:S:1:pos:R:3:forces:R:3 method="wB97M-V/def2-TZVPD" spin_multiplicity=3 total_charge=0 de_lowest_ev=2.464 homo_ev="-6.21 / -10.11" homo_lumo_gap_ha="0.2563 / 0.2967" energy_ev=-10712.039 lumo_energy_ev="0.762 / -2.038" s_squared=2.01
C 1.3699 -2.2427 1.8207 5.030 3.341 0.757
C 3.0676 -0.1591 1.8438 -1.864 -1.062 -2.350
N 2.6530 -1.3288 1.2844 0.126 -4.203 2.055
N 0.4165 -2.0972 0.9668 -6.788 -3.104 -1.601
N 0.0490 0.5999 -0.9880 -1.318 0.976 -2.164
O 3.5287 0.5527 2.6152 1.540 1.257 2.527
O 2.4583 -0.0148 0.6505 -1.099 1.184 -0.616
H -0.5258 -2.6837 1.0504 3.072 1.855 -0.219
H 0.4126 -1.4270 0.2320 0.047 0.940 -0.534
H -0.5783 1.4184 -0.7420 1.129 -1.229 -0.110
H -0.2348 0.4337 -2.0202 0.733 0.206 2.135
H 1.0100 0.9675 -1.0380 -0.608 -0.158 0.119